Record 1
C9H26N2P2Pt | wB97M-V/def2-TZVPD

```
40
Properties=species:S:1:pos:R:3
Pt 0.00000 0.00000 0.00000
H -3.36110 -0.44310 -0.36910
H -3.36330 0.31740 -0.36400
P 0.12850 -2.32450 -0.25320
P 0.13170 2.33090 -0.20230
C 0.34570 3.30470 1.35520
H 0.52580 4.37540 1.15270
H -0.55910 3.19010 1.97500
H 1.19790 2.88590 1.91580
C 1.53880 2.93330 -1.23660
H 1.43280 2.51390 -2.24980
H 1.56510 4.03660 -1.28330
H 2.48070 2.55770 -0.80420
C -1.31670 3.17840 -0.99050
H -2.20470 3.04820 -0.34890
H -1.12590 4.25720 -1.13300
H -1.51620 2.70900 -1.96790
C 1.63490 -2.90450 -1.15190
H 1.64770 -4.00420 -1.25520
H 1.65180 -2.42930 -2.14580
H 2.52780 -2.57410 -0.59600
C 0.16120 -3.36290 1.27680
H -0.79630 -3.24360 1.81050
H 0.33040 -4.43060 1.05000
H 0.96540 -2.99240 1.93430
C -1.23090 -3.11920 -1.23160
H -1.31700 -2.60110 -2.20120
H -1.03490 -4.19300 -1.40210
H -2.18400 -3.00620 -0.68750
H 0.18210 -0.00600 -1.73470
H 1.56180 -0.00400 0.30770
N -2.04820 -0.75170 2.09760
C -2.34240 -0.60100 3.40150
C -1.37300 0.19160 3.98130
C -0.49820 0.49820 2.96030
N -0.94530 -0.07420 1.82840
H -2.58460 -1.32500 1.41600
H -3.19160 -1.04910 3.89930
H -1.30270 0.49340 5.01780
H 0.40340 1.08260 3.04710
```

The value obtained for the HOMO-LUMO gap (alpha / beta) is 0.1406 / 0.3171 hartree. Its net charge is 0. The spin multiplicity is 3.

Atom charges from the Mulliken analysis, given in e for atoms 1 to 4:
1. Pt 0.037
2. H -0.041
3. H 0.008
4. P 0.489

=====

Record 2
C9H27ClIOP2PbS | wB97M-V/def2-TZVPD

```
43
Properties=species:S:1:pos:R:3
C -0.71758 -5.10730 -2.95893
I -0.76719 -4.01220 -1.10926
H -0.80803 -4.45449 -3.83203
H -1.54987 -5.80938 -2.93024
H 0.21722 -5.66614 -3.01577
Pb 0.08943 -0.58522 -0.79961
P -2.54096 0.32495 -0.33256
C -3.41773 -0.59604 0.96374
C -3.00505 2.07398 -0.09745
H -4.09361 2.21955 -0.20527
H -4.44717 0.01349 -1.83274
H -2.46913 2.68032 -0.84788
H -2.91973 0.37065 -2.71142
H -3.07164 -0.27915 1.95707
H -2.68337 2.42192 0.89943
C -3.36923 -0.18184 -1.87434
H -4.50144 -0.45953 0.90049
H -3.18904 -1.25319 -2.04173
H -3.18653 -1.66564 0.86730
P 2.78212 0.09101 -0.59884
C 3.70867 -0.91841 0.58439
C 3.37407 -0.45242 -2.23917
H 2.80896 2.45524 -1.11838
H 4.45529 1.90640 -0.60794
H 3.14166 2.16183 0.60474
C 3.36983 1.80924 -0.41785
H 2.86803 0.14833 -3.01037
H 4.46214 -0.35723 -2.34300
H 4.78666 -0.87925 0.41835
H 3.38055 -1.96123 0.51392
H 3.08200 -1.50323 -2.39205
H 3.47365 -0.58464 1.59824
Cl 0.07182 1.73937 -2.07966
C -0.39685 1.10722 4.24914
S -0.41093 0.98077 2.44489
C 0.40155 2.53470 1.96564
O 0.59325 -0.12445 2.07228
H -1.05400 1.94798 4.50115
H 0.62376 1.26883 4.63260
H -0.80066 0.15788 4.61331
H -0.13581 3.41384 2.35369
H 1.41832 2.47235 2.40219
H 0.42657 2.55115 0.85394
```

The value obtained for the HOMO-LUMO gap (alpha / beta) is 0.1719 / 0.1690 hartree. Its net charge is +3.

Atom charges from the Mulliken analysis, given in e for atoms 1 to 4:
1. C -0.804
2. I 0.166
3. H 0.327
4. H 0.337

=====

- net charge of number 1 (C9H26N2P2Pt)?
  0